Below is a 6-piece molecular cluster, C38H42F5N2O3PS2 overall at a distorted geometry, with properties calculated with wB97M-V/def2-TZVPD.

```
93
Properties=species:S:1:pos:R:3
O 2.761 1.367 -1.695
N 3.121 1.702 -2.779
O 4.316 2.353 -2.782
P 4.501 3.837 -1.684
C 4.649 5.410 -0.638
C 3.320 6.161 -0.483
C 3.078 7.188 -1.595
S 1.329 7.471 -2.008
C 0.814 5.760 -2.131
S 1.380 4.863 -3.389
N -0.007 5.250 -1.179
C -0.381 6.002 0.041
C -1.883 5.939 0.286
O -2.356 4.616 0.473
C -1.665 3.694 -0.359
C -1.088 4.344 -1.600
H 5.238 3.052 -0.798
H 3.104 3.901 -1.699
H 5.205 4.337 -2.775
H 5.379 6.072 -1.119
H 5.065 5.166 0.343
H 2.505 5.430 -0.451
H 3.308 6.672 0.483
H 3.597 6.910 -2.515
H 3.442 8.164 -1.268
H -0.083 7.044 -0.030
H 0.136 5.555 0.896
H -2.408 6.429 -0.545
H -2.122 6.502 1.189
H -2.307 2.853 -0.618
H -0.810 3.296 0.207
H -0.704 3.559 -2.249
H -1.847 4.893 -2.166
F -3.975 1.066 -1.765
C -3.929 0.244 -0.692
C -2.703 -0.033 -0.122
C -2.658 -0.887 0.972
C -3.828 -1.444 1.472
C -5.047 -1.146 0.879
C -5.106 -0.293 -0.213
H -1.804 0.403 -0.537
H -1.704 -1.119 1.430
H -3.794 -2.113 2.322
H -5.956 -1.591 1.261
H -6.045 -0.049 -0.689
F 0.453 -0.769 2.294
C 1.481 -1.333 1.616
C 2.338 -0.514 0.910
C 3.389 -1.099 0.218
C 3.562 -2.476 0.236
C 2.680 -3.275 0.951
C 1.628 -2.705 1.656
H 2.180 0.556 0.901
H 4.075 -0.472 -0.335
H 4.385 -2.922 -0.304
H 2.810 -4.349 0.966
H 0.931 -3.305 2.225
F -5.186 -4.635 2.426
C -4.495 -5.439 1.584
C -4.826 -6.777 1.521
C -4.113 -7.588 0.650
C -3.093 -7.060 -0.130
C -2.783 -5.710 -0.042
C -3.490 -4.884 0.820
H -5.622 -7.165 2.141
H -4.359 -8.640 0.581
H -2.542 -7.699 -0.808
H -1.992 -5.294 -0.650
H -3.275 -3.828 0.902
F 6.191 -2.506 1.663
C 6.333 -1.882 2.851
C 7.567 -1.900 3.468
C 7.701 -1.255 4.690
C 6.614 -0.616 5.270
C 5.385 -0.620 4.625
C 5.233 -1.255 3.401
H 8.397 -2.409 2.998
H 8.661 -1.254 5.189
H 6.725 -0.117 6.224
H 4.533 -0.127 5.077
H 4.286 -1.271 2.877
F -2.795 -4.762 -3.020
C -4.064 -4.306 -3.102
C -4.337 -3.022 -2.675
C -5.641 -2.559 -2.780
C -6.641 -3.374 -3.294
C -6.335 -4.664 -3.707
C -5.035 -5.141 -3.616
H -3.545 -2.404 -2.273
H -5.871 -1.552 -2.463
H -7.656 -3.006 -3.369
H -7.111 -5.305 -4.104
H -4.770 -6.139 -3.938
```

Computed properties:
largest force on an atom: 1.51 eV Å⁻¹
LUMO: -0.120 eV
spin multiplicity: 1
HOMO: -8.378 eV
gap between HOMO and LUMO: 0.3035 Eh